Below is 9 unconnected molecules or ions with the total composition C46H73F12N6O6P2 in a non-equilibrium geometry, with properties calculated with ωB97M-V/def2-TZVPD.

As for the spin multiplicity: 1. The total charge is +1. The value obtained for the HOMO energy is -9.04 eV. For the max |F|, the calculation gives 0.0477 hartree/bohr.

Last column: Löwdin charge in e.
Cartesian coordinates (Å):
O: -4.229 4.533 -0.145  -0.12
H: 2.617 -6.441 5.273  0.13
H: -3.332 -2.618 4.259  0.08
F: 3.774 2.028 4.491  -0.09
H: -5.646 1.176 -3.792  0.14
C: 2.313 -1.843 -3.406  0.00
C: 0.706 4.596 -0.859  -0.08
F: 2.430 1.690 1.598  -0.19
H: 1.525 -2.931 2.672  0.09
C: 0.159 2.196 -0.323  0.05
C: 0.814 0.549 -5.875  -0.01
H: 1.931 -2.080 -4.389  0.14
H: 3.263 -0.045 -3.963  0.13
H: 4.257 5.129 0.264  0.07
O: -6.176 3.259 -0.114  -0.07
O: 1.143 2.628 -4.719  -0.09
H: -4.607 3.475 -2.966  0.12
C: 0.233 3.534 0.063  -0.10
H: 2.047 7.728 -4.312  0.10
H: -4.486 -0.597 -4.525  0.10
H: 0.570 -5.741 3.681  0.13
H: -6.206 -1.564 -3.319  0.11
O: 5.478 -4.935 1.305  -0.07
H: 1.762 -4.352 -3.760  0.11
C: -6.705 -2.628 -1.536  -0.07
H: 2.129 8.634 -2.795  0.09
C: 5.543 2.174 -0.051  0.02
H: -3.324 0.660 -0.815  0.08
C: 0.856 -3.661 5.901  -0.11
H: 2.491 -5.423 0.041  0.03
O: 0.090 0.954 -3.609  -0.09
C: -0.208 3.839 1.356  0.06
C: 4.243 -4.695 1.180  -0.73
C: 1.405 -3.969 -2.805  0.03
C: 5.206 4.610 0.261  0.06
F: 4.345 1.006 2.540  -0.16
H: -6.920 -0.481 -2.137  0.11
H: 5.416 4.382 1.292  0.08
F: -0.361 -3.940 -0.377  -0.14
H: 0.747 5.513 -4.113  0.16
N: -0.847 1.620 1.705  -0.03
C: -3.991 2.602 -3.166  -0.11
C: -3.646 -0.408 -3.871  0.02
H: -0.586 0.249 0.260  0.13
H: 0.575 8.364 -3.570  0.12
H: 1.588 5.883 0.674  0.14
H: 2.144 -5.011 3.406  0.12
C: 1.818 -5.728 5.432  -0.16
C: 0.684 1.452 -4.613  -0.73
H: 3.591 4.195 -1.788  0.13
H: 0.159 3.682 -2.807  0.11
H: -4.116 2.733 2.121  0.07
H: 1.399 -0.305 -5.551  0.03
H: 5.639 0.023 -0.216  0.15
H: 3.418 -1.212 0.175  0.14
N: 0.774 -3.749 4.425  -0.24
H: -1.676 -5.145 4.784  0.13
H: 3.024 -4.123 6.061  0.13
C: -2.777 2.237 -2.289  -0.11
H: -1.831 2.381 -2.816  0.08
C: -0.746 2.857 2.118  -0.03
H: -4.199 -1.635 -1.555  0.11
C: 2.991 -0.685 -3.136  0.03
C: 3.458 -0.378 -1.867  -0.10
H: -0.166 4.799 1.850  0.14
C: 1.684 6.741 -1.220  -0.01
H: 1.341 1.035 -6.696  0.07
H: 2.328 -3.212 -0.361  0.12
C: 0.523 4.548 -2.244  0.05
H: -0.727 -2.487 3.648  0.12
H: -5.048 -0.287 -0.814  0.13
P: -1.444 -2.767 -0.173  0.14
H: 6.127 2.279 0.854  0.15
F: -2.161 -3.641 0.942  -0.13
C: -1.576 0.566 2.528  0.08
C: -4.220 2.448 1.066  -0.05
N: 4.910 3.290 -0.467  -0.05
C: -0.382 1.280 0.532  -0.02
H: -2.888 0.205 -4.352  0.11
H: 0.969 -6.269 5.871  0.13
H: -2.131 0.075 -1.962  0.11
H: -0.617 -4.086 2.920  0.13
O: 3.520 -3.764 1.635  -0.13
H: -1.670 0.899 3.548  0.10
H: -3.771 2.607 -4.229  0.11
H: -2.562 0.456 2.070  0.09
H: -5.919 -3.371 -1.672  0.07
H: -3.218 -1.363 -3.570  0.11
C: 3.159 -1.314 -0.876  0.07
H: -1.084 3.024 3.125  0.15
H: -0.139 0.144 -6.206  0.07
C: -6.244 -1.331 -2.250  -0.22
H: 1.288 -1.750 4.038  0.10
H: -3.941 -4.215 4.708  0.08
H: 2.647 -2.899 3.995  0.11
H: -0.070 -3.994 6.364  0.12
N: 1.418 6.684 -2.541  -0.06
H: 0.348 -3.730 -2.891  0.10
C: 4.063 3.264 -1.495  -0.02
H: -7.644 -3.008 -1.954  0.08
F: -2.412 -3.332 -1.307  -0.13
H: -1.711 -3.623 5.661  0.10
P: 3.092 1.866 3.105  0.11
H: 0.447 1.794 -1.305  0.12
H: 4.052 -6.246 -0.307  0.06
C: -4.978 3.533 0.124  -0.73
C: 3.648 2.081 -2.038  0.05
C: 4.157 0.903 -1.520  -0.10
F: -2.482 -1.546 0.088  -0.16
F: 2.314 0.568 3.565  -0.13
C: -4.906 -0.827 -1.752  -0.11
H: 2.951 2.144 -2.880  0.12
N: -4.174 0.216 -2.656  -0.26
H: 1.981 -4.646 7.368  0.13
C: 1.355 -5.153 4.145  -0.07
H: -4.868 1.575 1.020  0.05
H: -2.824 2.899 -1.418  0.08
H: 1.057 -2.627 6.169  0.14
C: 2.446 -2.460 -1.149  0.03
C: 5.204 0.945 -0.594  0.07
C: -3.161 -3.691 4.154  -0.08
H: 3.176 -6.671 1.158  0.06
H: 1.479 -4.690 -2.009  0.08
C: 1.613 -2.744 3.741  0.00
C: 0.876 5.583 -3.033  -0.01
F: -0.473 -2.091 0.954  -0.18
F: -0.649 -1.913 -1.311  -0.17
C: -2.992 0.736 -1.841  -0.08
C: -4.975 1.435 -2.971  -0.10
H: -3.268 -3.896 3.088  0.07
F: 3.844 3.237 2.561  -0.20
C: 3.408 -5.853 0.476  -0.04
H: -3.256 2.225 0.594  0.01
C: -0.632 -3.551 3.869  -0.13
C: 2.048 -4.538 6.289  -0.14
C: 1.358 5.732 -0.371  0.02
C: 1.554 7.931 -3.375  0.06
H: -6.840 -2.457 -0.465  0.08
F: 1.859 2.791 3.534  -0.14
H: 2.154 7.643 -0.844  0.15
H: -1.014 -0.354 2.421  0.07
H: 5.996 5.189 -0.207  0.11
H: -5.602 1.576 -2.077  0.13
C: -1.791 -4.063 4.664  -0.24
N: 2.097 -2.729 -2.428  -0.05